Formula: C41H96GaO8
Source: the OMol25 dataset
Level of theory: wB97M-V/def2-TZVPD

Geometry as XYZ:
```
146
Properties=species:S:1:pos:R:3:forces:R:3:mulliken_charge:R:1
C 0.05695 3.43204 0.04966 -1.1 -0.5 -0.2 0.752
C -0.98233 2.80278 -0.06754 0.6 -0.2 0.4 -1.272
Ga -2.49929 1.46709 0.19754 -0.8 0.3 -0.5 -1.275
C -3.33785 1.50954 2.04407 0.9 -0.2 0.3 -0.426
C -2.41656 1.38634 3.27530 -0.2 0.0 -0.5 -1.910
C -0.93265 1.33790 2.99004 0.1 0.3 1.0 1.417
C -0.12370 1.09656 4.26484 0.2 -0.4 -0.1 -0.684
C 0.91908 -0.01346 4.18255 -0.5 0.9 0.2 -1.203
C 2.16591 0.40652 3.45163 0.2 -0.8 -0.3 -0.231
C 2.00064 0.54146 1.94766 0.2 0.1 0.5 0.722
C 3.32576 0.53517 1.20912 -0.3 0.0 -0.1 -0.086
C 3.28354 -0.12516 -0.15433 -0.2 0.4 0.0 -1.247
C 1.99906 0.07007 -0.94786 0.2 -0.7 -0.2 1.478
C 2.25410 0.09070 -2.44782 -0.2 0.6 0.5 -1.403
C -3.97244 2.02491 -1.14393 0.8 0.1 0.3 -1.692
C -4.27931 3.51564 -1.26046 0.0 -0.2 -0.3 0.923
C -3.31306 4.21811 -2.22624 -0.3 0.1 0.5 -1.640
C -4.32161 4.26052 0.05453 0.1 0.0 0.0 -1.367
C -1.93633 -0.40346 -0.39619 -0.1 0.7 0.2 0.024
C -2.61071 -1.52240 0.33546 0.8 -0.1 0.3 0.508
C -2.19804 -2.87786 -0.19223 -0.3 0.4 0.0 -1.924
O -2.24389 -1.46890 1.73443 -0.4 0.1 0.1 -0.527
H 0.91324 4.01841 0.19255 0.6 0.4 0.0 0.676
H -4.00350 0.65879 2.07008 -0.4 -0.4 -0.2 0.325
H -3.96537 2.36703 2.20070 -0.3 0.5 -0.3 0.869
H -2.56341 2.25961 3.89752 -0.1 0.3 0.5 0.408
H -2.68415 0.52739 3.88038 -0.1 -0.4 0.2 0.301
H -0.68932 0.59440 2.25356 0.0 -0.3 -0.5 -0.628
H -0.66137 2.31931 2.65246 0.2 0.3 -0.8 0.290
H -0.79320 0.86019 5.07677 -0.4 -0.1 0.4 0.475
H 0.38983 2.00052 4.56658 0.2 0.4 0.2 -0.008
H 1.17324 -0.29887 5.19260 0.2 -0.3 0.4 0.509
H 0.47010 -0.86857 3.70190 -0.1 -0.5 -0.2 0.332
H 2.57310 1.30058 3.91235 0.1 0.4 0.1 -0.427
H 2.89989 -0.37720 3.59914 0.5 -0.2 0.2 0.484
H 1.36836 -0.27067 1.63110 -0.3 -0.5 -0.3 0.075
H 1.46277 1.44352 1.71804 -0.4 0.4 -0.2 -0.082
H 3.65936 1.55248 1.10659 0.3 0.5 -0.1 -0.274
H 4.06638 0.00087 1.78444 0.4 -0.1 0.4 0.526
H 3.45939 -1.18238 -0.02214 0.1 -0.6 -0.1 0.245
H 4.10354 0.24664 -0.75164 0.5 0.1 -0.2 0.258
H 1.35537 -0.77234 -0.74857 -0.4 -0.3 0.3 -0.243
H 1.45086 0.94281 -0.64116 -0.2 0.5 0.1 -0.424
H 1.47163 -0.40694 -2.98928 -0.3 -0.3 -0.4 0.523
H 2.28275 1.11711 -2.77035 0.1 0.4 -0.4 0.377
H 3.22051 -0.33205 -2.66673 0.4 -0.4 -0.3 0.133
H -3.62016 1.70269 -2.11977 0.0 -0.3 -0.3 0.509
H -4.87466 1.46227 -0.94110 -0.4 -0.3 0.2 0.518
H -5.27585 3.62146 -1.67792 -0.4 0.1 -0.3 0.518
H -2.65800 3.52153 -2.71594 0.3 -0.3 -0.3 0.350
H -2.70355 4.91802 -1.68181 0.5 0.3 0.2 0.353
H -3.86410 4.79847 -2.94920 -0.2 0.2 -0.5 0.402
H -4.47398 5.31189 -0.14260 -0.2 0.5 0.0 0.517
H -3.39112 4.17382 0.59541 0.4 -0.1 0.1 0.220
H -5.10689 3.89588 0.69367 -0.4 -0.2 0.4 0.178
H -2.17094 -0.48878 -1.44932 -0.1 0.0 -0.5 0.702
H -0.86304 -0.53009 -0.31084 0.4 -0.1 0.1 -0.636
H -3.68885 -1.45115 0.27335 -0.5 0.2 0.1 0.262
H -1.11944 -2.93228 -0.19311 0.5 -0.2 0.1 0.398
H -2.64946 -3.64623 0.42178 0.0 -0.5 0.1 0.341
H -2.52286 -2.97264 -1.21336 -0.2 -0.2 -0.5 0.505
H -1.70782 -2.24162 1.90778 0.2 -0.1 0.1 0.298
C -7.47988 1.97279 4.95327 0.1 0.0 0.1 -1.324
C -7.16772 3.09659 3.97451 -0.4 -0.3 -0.1 0.475
C -8.42825 3.85567 3.58066 0.1 0.1 0.0 -1.362
O -6.51816 2.58061 2.82343 0.1 0.2 0.1 -0.346
H -8.15741 1.24782 4.49335 -0.1 0.0 0.0 0.348
H -6.56669 1.44358 5.22370 0.0 0.0 0.0 0.302
H -7.94785 2.35318 5.86359 0.0 0.0 0.0 0.392
H -6.45553 3.78632 4.42904 0.1 0.0 0.0 0.233
H -9.13341 3.18489 3.08183 0.0 0.0 0.1 0.335
H -8.18556 4.65584 2.88184 0.0 0.0 0.0 0.327
H -8.92292 4.28988 4.45189 0.0 0.0 0.0 0.388
H -7.11393 1.96131 2.39012 0.0 -0.1 -0.1 0.246
C 6.93069 4.90520 0.68748 0.1 0.0 0.0 -1.650
C 5.87251 3.97262 0.11212 -0.1 0.3 0.6 1.521
C 4.52438 4.66640 -0.00850 -0.1 -0.1 -0.1 -0.951
O 5.78235 2.79303 0.90947 0.3 -0.3 -0.4 -0.521
H 6.64905 5.21531 1.69752 -0.1 0.0 0.0 0.324
H 7.89348 4.39635 0.75541 0.0 0.0 0.0 0.396
H 7.05099 5.79884 0.07178 0.0 0.0 0.0 0.393
H 6.18032 3.63454 -0.87582 0.0 0.0 0.0 -0.618
H 4.16690 4.97795 0.97215 0.0 0.1 0.1 0.163
H 3.78455 3.98537 -0.42925 0.0 0.0 -0.1 0.087
H 4.59261 5.54428 -0.65443 0.0 0.0 0.0 0.566
H 5.50514 3.00447 1.81148 -0.2 0.4 -0.2 0.375
C 5.50506 0.95534 -4.34341 -0.1 0.0 0.0 -1.266
C 5.50728 2.36629 -3.77348 0.3 -0.3 0.2 0.409
C 6.92711 2.88225 -3.57857 0.0 0.1 0.0 -1.439
O 4.79655 2.41217 -2.54035 -0.1 0.1 -0.2 -0.309
H 6.00331 0.26778 -3.65344 0.1 0.0 0.0 0.314
H 4.48442 0.60167 -4.48106 0.0 0.0 0.0 0.243
H 6.02062 0.91408 -5.30448 0.0 0.0 0.0 0.447
H 4.96795 3.03072 -4.44954 -0.1 0.0 0.0 0.343
H 7.46470 2.25027 -2.86606 0.0 -0.1 0.0 0.324
H 6.91277 3.89481 -3.17386 0.0 0.0 0.0 0.281
H 7.48111 2.89064 -4.51889 0.0 0.0 0.0 0.460
H 5.24493 1.83361 -1.91225 -0.1 0.0 0.1 0.177
C 0.89231 -3.56123 -3.18678 -0.1 0.1 -0.1 -1.217
C 1.66653 -3.68850 -4.49070 0.2 0.0 0.4 0.477
C 2.70031 -4.80128 -4.41636 0.1 0.0 -0.1 -1.407
O 2.30300 -2.44734 -4.80131 -0.1 -0.1 -0.3 -0.585
H 1.56922 -3.31237 -2.36354 0.0 -0.1 0.0 0.250
H 0.15678 -2.75927 -3.25374 0.0 0.0 0.0 0.339
H 0.37570 -4.49010 -2.93936 0.0 0.0 0.0 0.509
H 0.97522 -3.89059 -5.30661 0.0 0.1 -0.1 0.288
H 3.42950 -4.58776 -3.62844 0.0 0.0 0.1 0.383
H 3.24663 -4.87740 -5.35757 0.0 0.0 0.0 0.309
H 2.22793 -5.76040 -4.20627 0.0 0.0 0.0 0.324
H 2.91007 -2.25143 -4.07998 0.0 0.1 0.1 0.301
C 4.90319 4.00349 5.45005 0.1 0.0 -0.1 -1.443
C 4.02858 4.53724 4.32552 -0.2 -0.2 0.3 0.389
C 2.57039 4.63320 4.74504 0.0 0.1 -0.1 -1.175
O 4.14630 3.70604 3.16973 0.2 0.0 0.0 -0.388
H 4.58266 2.99754 5.73329 -0.1 0.0 0.0 0.319
H 5.94349 3.93902 5.12902 0.0 0.0 0.0 0.337
H 4.84941 4.64378 6.33136 0.0 0.0 0.0 0.416
H 4.38773 5.52144 4.02048 0.0 0.0 -0.1 0.383
H 2.18369 3.64488 5.00673 0.0 0.0 0.1 0.159
H 1.96064 5.01464 3.92666 0.0 0.0 0.0 0.302
H 2.44986 5.29087 5.60690 0.0 0.0 0.0 0.451
H 3.82570 2.82542 3.40412 -0.1 0.0 -0.1 0.097
C -4.40320 -7.82901 1.37417 0.1 0.0 0.0 -1.426
C -4.07653 -6.70196 0.40615 -0.4 -0.2 -0.1 0.591
C -5.31204 -5.89232 0.04714 0.1 0.1 -0.1 -1.283
O -3.47820 -7.23235 -0.77820 0.2 0.1 0.1 -0.508
H -5.11689 -8.52377 0.92176 -0.1 0.0 0.0 0.358
H -3.50405 -8.39475 1.61788 0.0 0.0 0.0 0.341
H -4.83451 -7.44468 2.29901 0.0 0.0 0.0 0.365
H -3.33344 -6.04255 0.85351 0.1 0.0 -0.1 0.153
H -6.05322 -6.52934 -0.44519 0.0 0.0 0.1 0.408
H -5.05330 -5.09151 -0.64484 0.0 0.0 0.0 0.303
H -5.76965 -5.45054 0.93268 0.0 0.0 0.0 0.366
H -4.12571 -7.81665 -1.18476 0.0 0.0 0.0 0.327
C -1.72804 -7.37619 -6.65292 0.1 0.1 -0.1 -1.374
C -0.53117 -7.48878 -5.71989 -0.4 0.0 0.2 0.358
C -0.76254 -8.53766 -4.64306 0.2 0.0 0.0 -1.209
O -0.24730 -6.22452 -5.12623 0.1 -0.1 -0.1 -0.363
H -2.61605 -7.06979 -6.09382 0.0 -0.1 0.0 0.345
H -1.54558 -6.62186 -7.41787 0.0 0.0 0.0 0.328
H -1.94063 -8.32703 -7.14408 0.0 0.0 0.0 0.399
H 0.35704 -7.74980 -6.29688 0.1 0.1 0.0 0.269
H -1.62029 -8.26180 -4.02728 -0.1 0.0 0.0 0.258
H 0.10209 -8.60598 -3.98364 0.0 0.0 0.0 0.315
H -0.94826 -9.52072 -5.07934 0.0 0.0 0.0 0.398
H -1.01424 -5.96014 -4.60588 0.0 0.0 0.0 0.288
```
Positions in Å, forces in eV/Å.

Output
Highest occupied orbital energy ... -4.2 eV
Calculated total energy ... -112829.0186 eV
Total charge ... -1
Gap between HOMO and LUMO ... 6.24 eV
Maximum force ... 1.22 eV/A